1.
{
  "formula": "C6H8N2O12S3Zn",
  "method": "the ωB97M-V functional and the def2-TZVPD basis",
  "symbols": ["Zn", "S", "O", "O", "O", "O", "S", "O", "O", "O", "O", "S", "O", "O", "O", "O", "C", "C", "N", "H", "H", "H", "N", "C", "C", "C", "C", "H", "H", "H", "H", "H"],
  "coordinates": [[2.07160, -0.03653, -0.35408], [1.81470, 2.36686, -1.53510], [2.55071, 2.98336, -2.65519], [2.76522, 1.93669, -0.43579], [0.77969, 3.27992, -1.00135], [1.24597, 1.03624, -1.96507], [0.06896, -2.85498, -0.87327], [0.70327, -1.48868, -0.75210], [-1.01473, -2.81672, -1.88944], [1.10178, -3.84301, -1.18725], [-0.55678, -3.14903, 0.46033], [4.32492, -1.52129, -0.31702], [5.73789, -1.09923, -0.13704], [3.40850, -1.14946, 0.83046], [3.69039, -0.68755, -1.40092], [4.29873, -2.95276, -0.62697], [-0.73915, 2.50869, 2.25435], [0.15159, 1.47366, 1.76350], [0.86244, 0.66934, 1.37175], [-1.61648, 2.47930, 1.60597], [-0.23363, 3.47169, 2.19886], [-1.05939, 2.31049, 3.27774], [-2.22125, -1.02666, 0.35642], [-3.50344, -1.09859, 0.80643], [-4.16887, 0.03941, 0.42002], [-3.26213, 0.75022, -0.41778], [-2.08421, 0.03904, -0.47150], [-1.50327, -1.79212, 0.51797], [-3.74204, -1.92898, 1.45596], [-5.17995, 0.32563, 0.67909], [-3.53413, 1.64983, -0.95432], [-1.15692, 0.12522, -1.02464]],
  "lowdin_charge": [0.538, 0.253, -0.445, -0.436, -0.457, -0.412, 0.255, -0.419, -0.447, -0.403, -0.462, 0.260, -0.476, -0.446, -0.419, -0.417, -0.061, -0.203, 0.235, 0.073, 0.077, 0.063, 0.042, -0.188, -0.192, -0.160, -0.118, 0.073, 0.084, 0.041, 0.062, 0.108],
  "e_above_lowest_kcal_mol": 0.00,
  "charge": -4,
  "energy_ha": -4219.57402,
  "orbital_gap_ev": 4.799,
  "homo_energy_ev": 3.9
}

***

2.
{
  "formula": "C33H66BBr20FNO7",
  "method": "the ωB97M-V functional and the def2-TZVPD basis",
  "symbols": ["C", "O", "C", "C", "C", "C", "C", "O", "C", "C", "O", "C", "O", "C", "C", "C", "F", "B", "N", "O", "C", "O", "O", "H", "H", "H", "H", "H", "H", "H", "H", "H", "H", "H", "H", "H", "H", "H", "H", "H", "H", "H", "H", "H", "H", "H", "H", "H", "H", "Br", "C", "C", "Br", "H", "H", "H", "H", "Br", "C", "C", "Br", "H", "H", "H", "H", "Br", "C", "C", "Br", "H", "H", "H", "H", "Br", "C", "C", "Br", "H", "H", "H", "H", "Br", "C", "C", "Br", "H", "H", "H", "H", "Br", "C", "C", "Br", "H", "H", "H", "H", "Br", "C", "C", "Br", "H", "H", "H", "H", "Br", "C", "C", "Br", "H", "H", "H", "H", "Br", "C", "C", "Br", "H", "H", "H", "H", "Br", "C", "C", "Br", "H", "H", "H", "H"],
  "coordinates": [[0.26212, 0.38685, -3.87158], [0.64520, 1.73003, -3.72997], [-0.40852, 2.63778, -4.02519], [-1.36051, 2.81707, -2.85683], [-2.80497, 3.01547, -3.32203], [-3.52435, 1.76842, -3.81884], [-4.11282, 0.89394, -2.70611], [-3.40200, 1.06978, -1.51893], [-4.16186, 1.11455, -0.34530], [-3.28507, 0.87538, 0.88113], [-2.38457, -0.16936, 0.47508], [-1.06132, -0.11561, 0.91713], [-0.44159, -1.19746, 0.23962], [-0.83190, -0.28980, 2.41665], [0.39081, -1.17498, 2.68532], [0.11456, -2.66427, 2.77224], [0.68854, -3.38821, 1.72283], [-4.28421, 0.43255, 2.03826], [-4.73686, -0.91846, 2.12324], [-4.73518, 1.34057, 2.98008], [-2.62391, 2.24751, 1.28442], [-2.31667, 2.38376, 2.50143], [-2.48711, 3.07998, 0.37767], [-0.79898, 0.27107, -3.67788], [0.77206, -0.20834, -3.12981], [0.44109, 0.01585, -4.88033], [-0.93612, 2.32011, -4.92260], [0.07029, 3.58258, -4.25962], [-1.31644, 1.90309, -2.27856], [-1.07603, 3.64175, -2.22182], [-3.34646, 3.47605, -2.50748], [-2.77375, 3.70276, -4.16768], [-4.36387, 2.12921, -4.40798], [-2.92244, 1.18291, -4.50541], [-4.00899, -0.15552, -2.99915], [-5.18089, 1.06847, -2.59864], [-4.71191, 2.03581, -0.20604], [-4.89783, 0.29941, -0.38227], [-0.52060, 0.75889, 0.55364], [-1.08818, -1.91234, 0.21918], [-0.63873, 0.65736, 2.89335], [-1.68909, -0.72438, 2.92783], [1.20157, -0.95445, 2.00127], [0.74733, -0.88776, 3.67314], [0.46618, -3.07607, 3.71184], [-0.95375, -2.83299, 2.67105], [-4.23626, -1.51867, 1.48148], [-4.68287, -1.26689, 3.06884], [-3.97715, 1.60537, 3.51960], [-1.16415, -2.12259, -2.26408], [0.07792, -3.21746, -1.24752], [-0.53123, -4.53148, -0.84525], [-1.78826, -4.32775, 0.62741], [0.39199, -2.61513, -0.39998], [0.92888, -3.38200, -1.90572], [0.22718, -5.21673, -0.47440], [-1.07650, -5.00703, -1.65007], [-2.41989, -7.48634, -2.02222], [-1.07139, -8.88590, -2.06375], [-0.52977, -9.18744, -0.69224], [0.72284, -7.83065, -0.07805], [-0.30035, -8.56141, -2.75392], [-1.57723, -9.75902, -2.46897], [0.03972, -10.11366, -0.70573], [-1.31058, -9.25175, 0.05754], [-7.62141, 5.05272, 3.25436], [-5.98768, 4.16553, 2.63292], [-5.63920, 4.55798, 1.22730], [-6.77874, 3.67152, -0.08152], [-6.14857, 3.10082, 2.74539], [-5.20641, 4.48530, 3.31766], [-4.62337, 4.23028, 0.99385], [-5.73072, 5.62357, 1.04654], [3.40608, -4.63690, 3.29826], [3.40903, -3.30241, 1.88300], [4.80203, -3.00888, 1.41070], [5.76924, -1.88840, 2.66775], [2.90339, -2.42679, 2.27450], [2.81227, -3.72944, 1.08383], [4.77704, -2.44060, 0.48178], [5.39601, -3.90695, 1.27386], [0.19839, 1.95947, -7.85577], [2.11685, 1.67267, -7.78672], [2.52359, 0.41072, -8.49883], [2.10719, -1.17836, -7.45851], [2.39151, 1.66968, -6.73647], [2.55691, 2.53893, -8.27508], [3.60134, 0.38771, -8.64181], [2.02658, 0.29627, -9.45578], [1.10195, 2.01064, -0.40034], [2.92070, 1.74712, -1.02957], [3.04436, 0.55824, -1.94087], [3.01865, -1.12477, -0.94879], [3.54615, 1.66119, -0.14310], [3.17346, 2.65690, -1.56940], [4.00397, 0.56902, -2.45393], [2.24159, 0.51129, -2.66794], [4.87415, 1.85578, 2.56292], [6.29740, 1.49217, 1.29844], [7.12640, 2.71999, 1.02358], [6.20627, 3.96551, -0.15503], [5.83040, 1.09152, 0.40399], [6.90499, 0.71805, 1.76261], [8.04223, 2.45264, 0.50121], [7.36987, 3.26666, 1.92802], [-3.81428, 7.55926, 5.58173], [-5.52522, 8.44836, 5.82897], [-6.34937, 8.42990, 4.57122], [-5.70552, 9.72278, 3.26632], [-5.30966, 9.45414, 6.17293], [-6.02933, 7.89293, 6.61630], [-7.37542, 8.72134, 4.78194], [-6.34152, 7.46072, 4.08648], [8.54046, -5.12777, -1.97777], [6.78195, -4.31881, -1.78655], [6.76850, -2.89000, -2.25678], [7.61132, -1.69447, -0.97348], [6.50587, -4.41611, -0.74290], [6.11703, -4.92471, -2.39706], [5.74505, -2.53255, -2.35380], [7.28961, -2.75790, -3.19846], [0.82142, -3.02589, 6.23779], [2.26577, -2.12312, 7.17087], [2.53985, -0.76547, 6.59057], [3.50837, -0.85492, 4.90354], [3.12372, -2.78609, 7.13615], [1.92762, -2.02034, 8.19948], [3.17579, -0.19269, 7.26177], [1.62895, -0.20738, 6.39840]],
  "lowdin_charge": [-0.162, -0.232, -0.234, -0.191, -0.185, -0.161, -0.210, -0.134, -0.157, -0.227, -0.021, -0.399, -0.204, -0.083, -0.171, -0.236, -0.161, -0.591, 0.207, 0.105, -0.632, -0.047, -0.003, 0.039, 0.026, 0.067, 0.080, 0.119, 0.085, 0.103, 0.112, 0.105, 0.101, 0.096, 0.112, 0.117, 0.053, 0.133, 0.014, -0.027, 0.107, 0.123, 0.105, 0.064, 0.003, 0.058, 0.070, 0.079, 0.097, 0.833, -0.667, -0.670, 0.751, -0.004, 0.050, -0.023, -0.014, 0.666, -0.687, -0.684, 0.676, 0.051, 0.054, 0.054, 0.051, 0.602, -0.662, -0.647, 0.644, 0.029, 0.066, 0.050, 0.050, 0.636, -0.715, -0.705, 0.608, 0.015, 0.048, -0.047, 0.039, 0.640, -0.693, -0.702, 0.610, 0.051, 0.056, 0.054, 0.046, 0.876, -0.653, -0.622, 0.774, -0.006, 0.058, 0.062, 0.003, 0.625, -0.726, -0.688, 0.610, 0.031, 0.016, 0.055, 0.047, 0.608, -0.704, -0.714, 0.592, 0.044, 0.056, 0.058, -0.024, 0.608, -0.694, -0.684, 0.617, 0.030, 0.061, 0.037, 0.049, 0.689, -0.678, -0.673, 0.625, 0.052, 0.055, 0.056, 0.053],
  "charge": -1,
  "energy_ha": -53483.55812,
  "orbital_gap_ev": 6.588,
  "homo_energy_ev": -5.1
}

***

3.
{
  "formula": "CFIN4",
  "method": "the ωB97M-V functional and the def2-TZVPD basis",
  "symbols": ["C", "N", "N", "N", "N", "F", "I"],
  "coordinates": [[0.88561, -1.12637, -0.65954], [0.50930, -1.98933, -0.04410], [-1.17161, 2.01340, 0.57837], [-0.20052, 1.51947, 0.88825], [0.77358, 0.89484, 1.08695], [1.11482, -0.24614, -1.49294], [1.17778, -0.15312, 2.73568]],
  "lowdin_charge": [-0.456, 0.153, 0.203, -0.377, -0.544, 0.208, 0.813],
  "e_above_lowest_kcal_mol": 4.40,
  "charge": 0,
  "energy_ha": -654.54028,
  "orbital_gap_ev": 8.379,
  "homo_energy_ev": -9.5
}